(1)
Formula: C5H14N2O
Source: OMol25
Level of theory: wB97M-V/def2-TZVPD

Results
E_LUMO	0.73	eV
ΔE to the lowest compared entry with this formula, charge and spin	729.6	kJ/mol
orbital gap	7.41	eV

Atoms and positions in Å:
1 C -0.711498 0.077323 -0.498342
2 C -0.388546 1.284441 -2.202320
3 C 0.643435 0.430276 -0.497115
4 C 0.501963 0.187315 2.569009
5 C -1.183797 -1.259009 -0.975371
6 N 0.593533 -0.474379 1.289103
7 N 0.945086 -1.846090 1.355837
8 O -0.573201 2.636561 -1.904258
9 H 0.277995 3.037134 -1.694362
10 H -1.403191 0.737999 0.008283
11 H 0.370268 -2.335653 2.047336
12 H 1.916713 -1.960709 1.655047
13 H -1.304951 0.901063 -2.642386
14 H 0.448132 1.079940 -2.874537
15 H 1.364513 -0.206670 -0.992896
16 H 0.949432 1.398843 -0.126109
17 H 1.467216 0.201381 3.107401
18 H 0.190343 1.227304 2.419875
19 H -0.234994 -0.287015 3.240836
20 H -2.269293 -1.291699 -1.075972
21 H -0.737900 -1.511151 -1.941916
22 H -0.861257 -2.027206 -0.267143

Force components x, y, z for each atom (eV/Å):
C 0.326 1.330 -2.428
C -1.105 -0.492 0.488
C -0.071 -1.387 2.572
C 0.550 -0.037 -0.146
C 0.057 -0.045 0.013
N -0.394 0.131 -0.358
N 0.415 0.134 -0.077
O 0.219 -0.113 0.064
H -0.113 -0.040 -0.030
H 0.107 0.000 0.040
H 0.017 0.195 -0.114
H -0.078 -0.036 0.102
H -0.004 0.118 -0.146
H 0.093 -0.102 0.250
H -0.036 0.096 -0.032
H -0.005 0.035 -0.186
H -0.044 0.078 0.112
H -0.005 -0.041 -0.004
H 0.051 0.002 -0.144
H 0.055 0.038 -0.005
H 0.001 0.041 0.059
H -0.034 0.098 -0.032

(2)
Formula: C3H8P2
Source: OMol25
Level of theory: wB97M-V/def2-TZVPD

Results
E_LUMO	0.89	eV
ΔE to the lowest compared entry with this formula, charge and spin	46.6	kJ/mol
orbital gap	9.08	eV

Atoms and positions in Å:
1 C 2.386052 0.010226 -0.535787
2 P 0.847562 -0.716912 0.356067
3 P -0.827043 -0.038908 -0.853825
4 C -2.185618 -0.879402 0.122519
5 C -0.396103 1.132455 0.496461
6 H 2.919532 -0.889280 -0.606441
7 H 2.942997 0.700819 0.162930
8 H 2.012985 0.250404 -1.541000
9 H -2.609462 -1.676747 -0.479305
10 H -2.764402 -0.044838 0.464055
11 H -1.620449 -1.155648 0.934891
12 H -1.008506 1.379056 1.362583
13 H 0.302461 1.928779 0.116847

Force components x, y, z for each atom (eV/Å):
C -1.969 0.230 1.224
P -0.563 2.323 0.907
P -0.535 0.972 -0.024
C 0.794 0.996 -2.158
C 2.490 -1.209 -1.708
H 1.286 -1.199 -0.315
H -0.791 -0.335 -1.381
H 0.776 0.829 0.402
H -0.446 0.074 0.466
H -1.122 0.024 -0.241
H 0.711 -1.533 2.220
H 0.230 -0.445 -0.110
H -0.862 -0.726 0.719

(3)
Formula: C29H25N3O2
Source: OMol25
Level of theory: wB97M-V/def2-TZVPD

Results
E_LUMO	0.37	eV
ΔE to the lowest compared entry with this formula, charge and spin	237.8	kJ/mol
orbital gap	7.50	eV

Atoms and positions in Å:
1 C 1.375638 -2.334943 3.282134
2 N 2.198051 -1.147444 3.482361
3 C 3.132543 -0.989281 4.520994
4 C 3.693533 0.227501 4.365952
5 N 3.121939 0.798041 3.216502
6 C 3.456601 2.131625 2.710515
7 C 2.196826 -0.041481 2.697909
8 C 1.453553 0.147049 1.375780
9 C 0.075389 0.218760 1.501725
10 C -0.917738 0.977289 0.568997
11 C -2.327435 0.440259 1.109284
12 C -3.554125 1.044626 0.727490
13 C -4.784843 0.554081 1.163250
14 C -4.864658 -0.575294 2.037602
15 C -3.651803 -1.048681 2.564521
16 C -2.431692 -0.561331 2.072963
17 O 2.204381 0.212035 0.377124
18 H 1.229969 -2.539857 2.202233
19 H 1.892118 -3.180770 3.768253
20 H 0.365045 -2.239523 3.735213
21 H 3.332168 -1.802069 5.210107
22 H 4.491827 0.740073 4.892181
23 H 3.224102 2.219383 1.629111
24 H 2.917443 2.940132 3.242555
25 H 4.526837 2.306069 2.881532
26 H -0.090271 -0.140183 2.546237
27 H -0.880069 2.138627 0.651999
28 H -3.548088 1.906295 0.055969
29 H -5.741007 1.032052 0.932022
30 H -5.836857 -0.980942 2.424809
31 H -3.635746 -1.750455 3.421429
32 H -1.561802 -1.036742 2.505365
33 C -1.157006 -2.988230 -2.440956
34 C 0.090136 -2.529003 -1.989546
35 C 0.230828 -1.301755 -1.340308
36 C -0.888274 -0.453182 -1.331222
37 C -0.791802 0.954887 -0.877095
38 C 0.548488 1.563385 -1.494409
39 O 1.291711 2.196391 -0.767642
40 C 0.830548 1.253569 -2.947910
41 C -0.147371 0.919662 -3.909180
42 C 0.211627 0.823296 -5.245435
43 C 1.533721 0.926805 -5.635476
44 C 2.490441 1.256588 -4.690421
45 C 2.155352 1.444056 -3.354544
46 C -1.774009 1.893143 -1.558142
47 N -2.433128 2.715467 -2.133148
48 C -2.132976 -0.901037 -1.736489
49 C -2.253124 -2.144681 -2.337121
50 H -1.225866 -3.926114 -3.001902
51 H 0.981012 -3.144975 -2.124671
52 H 1.168935 -1.013341 -0.867618
53 H -1.201181 0.789737 -3.632656
54 H -0.585953 0.708115 -5.955237
55 H 1.817230 0.765781 -6.659105
56 H 3.522249 1.440146 -4.941433
57 H 2.862682 1.786924 -2.583762
58 H -2.991769 -0.264087 -1.579984
59 H -3.214332 -2.436420 -2.738715

Force components x, y, z for each atom (eV/Å):
C -0.438 -0.576 -0.091
N 0.345 0.651 0.097
C -0.466 -0.212 -0.486
C -0.126 0.244 -0.829
N -0.340 -0.275 0.235
C -0.017 0.663 -0.332
C 0.578 -0.589 0.541
C -0.568 0.140 -0.629
C 2.063 0.781 0.319
C -1.127 1.270 4.608
C -0.446 0.999 -0.382
C 0.122 -0.147 -0.048
C -0.380 -1.203 0.912
C 0.477 0.728 0.438
C -0.639 0.237 -0.234
C -0.248 -0.546 0.240
O 0.838 -0.134 0.377
H 0.249 0.242 0.627
H -0.256 0.350 -0.331
H 0.697 0.146 -0.177
H -0.093 0.359 -0.091
H -0.320 -0.225 -0.067
H 0.134 -0.367 0.669
H 0.046 -0.671 -0.139
H -0.269 -0.175 -0.197
H -1.011 1.159 -1.126
H -0.012 -1.617 1.369
H -0.032 -0.261 0.310
H 0.520 0.005 -0.355
H 1.021 0.607 -0.575
H -0.064 0.251 -0.855
H -0.165 0.118 -0.270
C 0.648 0.490 -0.726
C -0.030 -0.374 0.512
C -0.786 -0.238 -0.549
C -0.309 -0.968 -0.483
C 0.793 -0.205 -3.136
C 0.450 0.175 1.515
O -1.116 -0.115 -1.507
C 0.077 0.368 -0.061
C 0.100 0.352 0.546
C -0.336 -0.107 0.511
C 0.158 0.162 0.281
C 0.434 0.185 0.635
C -0.556 0.173 0.316
C -2.604 2.971 -1.971
N 2.989 -3.781 2.683
C 0.341 -0.481 -0.329
C -0.325 -0.322 0.214
H -0.014 0.298 0.365
H -0.285 0.018 0.143
H -0.086 0.193 -0.425
H 0.630 0.109 -0.189
H -0.059 -0.321 -0.358
H 0.044 0.113 -0.303
H 0.151 -0.186 -0.396
H -0.220 -0.319 -0.589
H -0.102 0.026 -0.324
H -0.057 -0.167 0.097

(4)
Formula: C3H4F2O3S
Source: OMol25
Level of theory: wB97M-V/def2-TZVPD

Results
E_LUMO (alpha / beta)	-1.36 / -1.36	eV
ΔE to the lowest compared entry with this formula, charge and spin	199.9	kJ/mol
orbital gap (alpha / beta)	8.75 / 8.75	eV

Atoms and positions in Å:
1 C -0.468734 -0.082047 -0.493311
2 C 0.417080 -1.178385 0.042843
3 C -1.649209 0.367599 0.168340
4 O 1.584045 1.728198 1.195041
5 O 2.441391 1.288105 -1.168083
6 O 1.730076 -0.710106 0.253976
7 F 0.013019 -1.743307 1.217126
8 F 0.460358 -2.186451 -0.789786
9 S 1.621315 1.027944 -0.059090
10 H -0.359151 -0.005230 -1.475734
11 H -1.695986 0.101778 1.187667
12 H -2.486676 -0.059348 -0.284719
13 H -1.607531 1.451256 0.205735

Force components x, y, z for each atom (eV/Å):
C 3.935 0.857 3.761
C 1.481 0.428 1.770
C 0.370 1.294 1.106
O 0.871 -0.171 -0.688
O 1.380 0.616 -0.738
O -0.307 1.389 -0.346
F -0.460 0.655 -0.009
F 0.099 -1.339 -1.588
S -5.217 -3.449 1.303
H 0.003 0.178 -4.277
H 0.242 -0.623 1.242
H -1.709 -0.134 -1.016
H -0.687 0.300 -0.520

(5)
Formula: C2H3N3O2
Source: OMol25
Level of theory: wB97M-V/def2-TZVPD

Results
E_LUMO	0.41	eV
ΔE to the lowest compared entry with this formula, charge and spin	556.1	kJ/mol
orbital gap	9.25	eV

Atoms and positions in Å:
1 C 0.347829 2.428979 0.705163
2 C 0.820762 -2.434733 -0.167761
3 N -0.301871 1.526542 0.295188
4 N 1.085879 -1.402992 0.398253
5 N -1.174601 0.739051 0.085298
6 O 0.653141 -3.295655 -0.939777
7 O -1.480059 0.433073 -1.255006
8 H 1.341746 2.577753 0.781491
9 H 1.113462 -1.188112 1.325719
10 H -2.406289 0.616095 -1.228567

Force components x, y, z for each atom (eV/Å):
C -2.277 0.777 -0.559
C 0.327 0.078 -1.109
N 0.657 1.026 -0.807
N -0.064 -0.705 -2.359
N -1.764 -2.587 1.305
O -0.171 0.097 0.740
O 1.483 0.795 -0.182
H 3.059 0.045 0.603
H -0.041 0.497 2.721
H -1.210 -0.023 -0.351

(6)
Formula: C6H7Cl2NO3S
Source: OMol25
Level of theory: wB97M-V/def2-TZVPD

Results
E_LUMO (alpha / beta)	-1.83 / -2.62	eV
ΔE to the lowest compared entry with this formula, charge and spin	512.2	kJ/mol
orbital gap (alpha / beta)	7.28 / 5.29	eV

Atoms and positions in Å:
1 C -1.326136 1.150442 0.783930
2 C -0.323252 1.917069 1.647842
3 C -0.379420 -0.904198 -0.264211
4 C 0.583548 0.771929 1.294484
5 C 2.597211 0.477005 -1.055372
6 C 0.413348 -2.102428 -0.076586
7 N -0.346454 0.137273 0.522370
8 O -2.479068 1.192123 0.408180
9 O 2.482104 2.677892 0.593960
10 O 0.625759 2.237739 -0.966479
11 S 1.707226 1.706415 -0.134888
12 Cl 3.837478 -0.192189 0.008348
13 Cl -0.680722 -3.547377 0.278141
14 H -0.190158 2.713951 0.919861
15 H -0.433257 2.089170 2.693547
16 H -1.182438 -0.937150 -0.968720
17 H 0.955740 0.043554 2.022674
18 H 1.903373 -0.321946 -1.529613
19 H 1.232892 -1.890751 0.576478
20 H 0.992530 -2.485738 -0.896991

Force components x, y, z for each atom (eV/Å):
C -3.634 -0.034 -0.297
C -1.007 -0.640 -1.135
C -0.216 -0.188 -0.726
C 2.565 -0.272 0.315
C -1.402 -0.456 0.942
C 0.693 -0.785 -0.296
N -1.948 -0.529 -1.299
O 2.522 0.003 0.823
O 0.183 -0.726 -0.142
O 0.692 -0.813 0.401
S -0.059 -0.336 -0.909
Cl -0.328 -0.085 -0.464
Cl 0.577 0.822 0.384
H 0.620 1.064 0.983
H -0.641 0.613 0.420
H -0.604 0.115 -0.158
H 1.096 0.949 0.083
H 1.155 1.509 0.618
H 0.081 -0.420 1.517
H -0.347 0.209 -1.059

(7)
Formula: C4H8NO2S
Source: OMol25
Level of theory: wB97M-V/def2-TZVPD

Results
E_LUMO	3.59	eV
ΔE to the lowest compared entry with this formula, charge and spin	202.9	kJ/mol
orbital gap	7.98	eV
total charge	-1

Atoms and positions in Å:
1 C 0.024825 0.980456 -2.034551
2 N 0.748332 0.397928 -0.998382
3 C -0.124352 -0.285178 0.050872
4 C -0.192539 0.646848 1.309181
5 S -1.490473 -0.050665 2.717704
6 C 0.550241 -1.614555 0.594326
7 O 0.088884 -2.039236 1.721340
8 O 1.459901 -1.998582 -0.142135
9 H 0.555663 1.897556 -2.374097
10 H -0.937004 1.325493 -1.495371
11 H -0.112324 0.363494 -3.020169
12 H 1.400034 -0.367409 -1.475957
13 H -1.084253 -0.520573 -0.494509
14 H 0.657413 0.999217 1.856721
15 H -0.520467 1.603254 0.983128
16 H -1.023886 -1.338053 2.801903

Force components x, y, z for each atom (eV/Å):
C -1.841 1.806 -1.283
N 2.396 -3.848 0.551
C 1.504 0.050 0.221
C -2.678 -1.190 0.347
S 0.751 1.573 -1.209
C -1.118 0.674 0.634
O 1.726 -0.584 -2.499
O 0.491 -1.207 0.326
H -0.424 -0.220 -0.008
H 0.855 -0.320 -1.786
H -0.386 0.668 1.735
H -1.635 1.730 2.251
H 0.442 0.349 1.345
H 1.241 -1.207 0.046
H -1.418 0.920 -0.217
H 0.095 0.804 -0.452

(8)
Formula: C8H10O
Source: OMol25
Level of theory: wB97M-V/def2-TZVPD

Results
E_LUMO	0.90	eV
ΔE to the lowest compared entry with this formula, charge and spin	249.5	kJ/mol
orbital gap	10.25	eV

Atoms and positions in Å:
1 C -2.190838 -0.103255 -0.682915
2 C -0.868085 -0.092891 -0.496159
3 C 0.188613 -0.411469 -1.529978
4 C 1.457730 -0.247069 -0.624684
5 C 0.955835 -1.020909 0.621021
6 C 0.032370 0.222793 0.674918
7 C 1.188982 1.100015 0.114186
8 C -0.776476 0.566717 1.967187
9 H -2.948153 0.402379 -0.127110
10 H -2.611773 -0.349539 -1.699453
11 H 0.213813 0.342139 -2.311161
12 H 0.070382 -1.436804 -1.884270
13 H 2.466672 -0.482565 -0.977115
14 H 0.430754 -2.021701 0.411605
15 H 1.655745 -1.156325 1.437172
16 H 2.000654 1.335005 0.762262
17 H 0.943104 2.034176 -0.447013
18 H -1.920848 0.321003 1.795717
19 O -0.288480 0.998299 2.995792

Force components x, y, z for each atom (eV/Å):
C 0.250 0.390 -1.992
C -0.073 0.541 -0.424
C 0.998 -0.236 0.164
C 0.235 -0.608 -0.512
C -0.602 -1.024 -0.559
C -2.098 0.956 2.902
C -0.817 -0.484 -1.160
C 0.090 -0.212 -0.322
H -0.122 -0.144 1.098
H 0.816 -0.032 1.016
H -0.239 -0.220 -0.397
H 0.165 0.189 -0.420
H -0.388 0.118 -0.450
H 0.737 1.456 0.316
H 0.099 0.398 0.135
H 0.287 -0.074 1.024
H -0.069 -0.940 0.150
H 1.699 0.528 0.899
O -0.969 -0.602 -1.467

(9)
Formula: C4H10O2
Source: OMol25
Level of theory: wB97M-V/def2-TZVPD

Results
E_LUMO	0.46	eV
ΔE to the lowest compared entry with this formula, charge and spin	366.8	kJ/mol
orbital gap	9.31	eV

Atoms and positions in Å:
1 C 0.664473 0.071657 -1.668298
2 C -0.092019 0.464389 -0.443003
3 C 0.869903 -0.665168 1.273301
4 O 0.071347 1.699081 -0.051168
5 C -1.442337 -0.069791 -0.006237
6 O -1.540240 0.354122 1.296850
7 H -0.045107 -0.060953 -2.493509
8 H 1.383344 0.849120 -1.934750
9 H 1.186757 -0.876544 -1.526433
10 H 1.103947 -1.453053 0.552060
11 H 1.735194 -0.007739 1.394463
12 H 0.717846 -1.193684 2.228188
13 H -0.578243 1.743349 0.717898
14 H -2.191870 0.412425 -0.655423
15 H -1.497835 -1.159731 -0.152995
16 H -0.345161 -0.107482 1.469054

Force components x, y, z for each atom (eV/Å):
C 0.042 -0.038 0.040
C -0.123 -0.054 -0.144
C 0.244 -0.111 -0.045
O -0.061 -0.074 0.144
C 0.086 -0.064 -0.229
O 0.032 -0.108 0.133
H 0.068 0.036 0.129
H -0.085 -0.123 0.056
H -0.112 0.119 -0.008
H -0.033 0.118 0.114
H -0.125 -0.060 -0.059
H -0.017 0.124 -0.088
H 0.105 0.071 -0.082
H 0.094 -0.026 0.046
H 0.007 0.148 0.001
H -0.122 0.041 -0.007

no.,electronic energy (eV),molecular weight (g mol⁻¹)
1,-10433.4663,118.18
2,-21816.2831,106.04
3,-39040.2429,447.54
4,-25585.6529,158.13
5,-10682.6929,101.06
6,-49842.4464,244.10
7,-20697.9481,134.18
8,-10503.0175,122.17
9,-8401.7459,90.12